No. 1
Formula: C38H102F6N9O16S2
Source: the OMol25 dataset
Level of theory: the ωB97M-V functional and the def2-TZVPD basis

The geometry in XYZ format:
```
173
C38H102F6N9O16S2, DFT the ωB97M-V functional and the def2-TZVPD basis
C 14.536 -3.507 9.284
F 14.600 -4.623 10.042
F 15.699 -3.460 8.770
F 13.588 -3.614 8.385
S 14.008 -2.093 10.484
O 12.552 -2.156 10.620
O 14.874 -2.287 11.702
N 14.470 -0.759 9.459
S 15.490 0.038 10.231
O 14.864 0.647 11.421
O 16.729 -0.673 10.469
C 15.797 1.482 9.019
F 16.520 2.408 9.709
F 16.706 1.159 8.023
F 14.652 1.928 8.451
C 20.153 6.068 1.275
C 19.843 5.266 2.497
C 18.359 5.167 2.979
O 17.941 6.419 3.472
C 17.068 6.466 4.605
N 20.269 3.809 2.391
H 21.253 3.726 2.181
H 20.296 3.197 3.194
H 19.796 3.307 1.653
H 19.911 7.124 1.397
H 19.710 5.703 0.349
H 21.215 6.253 1.112
H 20.522 5.547 3.302
H 18.411 4.488 3.830
H 17.688 4.657 2.288
H 17.716 6.273 5.459
H 16.168 5.876 4.428
H 16.685 7.481 4.710
C 24.467 -4.777 15.657
C 23.739 -3.350 15.711
C 23.178 -2.893 14.310
O 22.440 -1.758 14.532
C 22.195 -1.044 13.289
N 22.489 -3.427 16.637
H 21.756 -4.041 16.313
H 22.829 -3.659 17.559
H 22.088 -2.500 16.619
H 23.774 -5.494 15.216
H 24.838 -5.244 16.569
H 25.308 -4.592 14.989
H 24.262 -2.655 16.368
H 22.711 -3.674 13.709
H 24.088 -2.697 13.744
H 22.947 -0.257 13.231
H 21.272 -0.464 13.287
H 22.246 -1.679 12.405
C 17.417 4.481 21.910
C 16.258 3.790 21.021
C 16.227 4.283 19.554
O 15.156 3.620 18.660
C 15.580 3.775 17.322
N 16.549 2.283 20.981
H 16.509 1.823 21.880
H 16.007 1.628 20.436
H 17.502 2.129 20.685
H 17.272 4.206 22.955
H 17.353 5.569 21.920
H 18.387 4.281 21.456
H 15.214 3.821 21.333
H 17.214 4.165 19.109
H 16.090 5.364 19.517
H 16.521 3.250 17.155
H 15.893 4.799 17.120
H 14.812 3.411 16.639
C 17.514 -4.164 22.360
C 17.195 -4.300 20.833
C 17.801 -3.151 19.953
O 17.554 -3.619 18.615
C 17.326 -2.506 17.779
N 17.832 -5.628 20.368
H 18.706 -5.795 20.846
H 17.192 -6.405 20.448
H 18.146 -5.620 19.408
H 16.920 -3.390 22.846
H 18.583 -4.124 22.569
H 17.054 -5.022 22.851
H 16.106 -4.302 20.804
H 18.847 -3.056 20.244
H 17.387 -2.199 20.287
H 18.239 -1.910 17.770
H 16.450 -1.939 18.095
H 17.106 -2.890 16.782
C 25.585 6.690 8.618
C 25.832 5.157 8.345
C 24.572 4.308 8.525
O 23.507 4.549 7.651
C 22.256 4.047 7.897
N 26.401 4.960 6.976
H 25.722 5.282 6.302
H 27.149 5.580 6.698
H 26.706 4.009 6.827
H 25.102 6.634 9.593
H 25.042 7.178 7.808
H 26.558 7.128 8.843
H 26.613 4.772 9.001
H 24.269 4.601 9.531
H 24.798 3.243 8.565
H 22.286 3.074 8.388
H 21.761 3.863 6.944
H 21.561 4.564 8.558
C 5.929 -10.690 4.453
C 5.066 -9.878 5.435
C 5.716 -8.509 5.709
O 7.110 -8.549 6.023
C 7.830 -7.300 5.812
N 3.620 -9.732 4.816
H 3.001 -10.529 4.776
H 3.009 -9.033 5.215
H 3.633 -9.314 3.897
H 6.844 -10.857 5.022
H 6.159 -10.078 3.581
H 5.427 -11.631 4.230
H 4.840 -10.353 6.390
H 5.411 -7.974 6.609
H 5.538 -7.831 4.874
H 8.854 -7.394 6.173
H 7.368 -6.422 6.264
H 7.742 -7.048 4.755
C 10.534 1.311 12.689
C 10.148 2.265 11.548
C 10.971 3.679 11.505
O 11.252 4.117 12.798
C 11.848 5.401 12.847
N 10.488 1.575 10.241
H 10.375 2.049 9.357
H 11.398 1.156 10.114
H 9.856 0.793 10.139
H 9.932 0.405 12.755
H 10.429 1.908 13.595
H 11.562 0.969 12.805
H 9.071 2.410 11.624
H 10.458 4.395 10.864
H 11.894 3.460 10.969
H 11.924 5.816 13.852
H 11.169 6.001 12.241
H 12.859 5.457 12.443
C 12.722 -5.119 16.756
C 11.931 -6.295 16.169
C 11.593 -6.064 14.690
O 10.743 -7.113 14.116
C 10.520 -7.001 12.766
N 12.670 -7.626 16.454
H 12.589 -7.833 17.439
H 12.362 -8.325 15.793
H 13.651 -7.478 16.266
H 12.696 -5.195 17.843
H 12.376 -4.135 16.440
H 13.730 -5.065 16.345
H 10.997 -6.393 16.722
H 12.436 -5.773 14.063
H 11.080 -5.103 14.685
H 10.193 -7.997 12.469
H 11.484 -6.813 12.293
H 9.838 -6.163 12.624
C 18.626 -6.176 13.919
C 18.430 -6.820 15.311
O 19.480 -6.803 16.019
O 17.417 -7.329 15.561
H 19.546 -6.527 13.452
H 18.605 -5.089 13.986
H 17.839 -6.452 13.217
C 19.498 -1.817 6.560
C 19.558 -1.086 5.270
O 20.411 -0.173 5.197
O 18.735 -1.424 4.355
H 18.526 -1.651 7.025
H 20.152 -1.413 7.333
H 19.670 -2.891 6.633
```

Energy above the lowest of the compared OMol25 structures with the same formula, charge and spin   0.000 eV
Energy   -4599.12174 a.u.
Orbital gap   2.3 eV
LUMO energy   -8.6447 eV
Charge   +5
Highest occupied orbital energy   -10.948 eV
Maximum force   7.66 eV/Å

Here are the Löwdin charges for atoms 1 to 2, given in e: number 1, C, carries -0.72; number 2, F, carries 0.10

No. 2
Formula: H41O20
Source: the OMol25 dataset
Level of theory: the ωB97M-V functional and the def2-TZVPD basis

The geometry in XYZ format:
```
61
H41O20, DFT the ωB97M-V functional and the def2-TZVPD basis
O -5.230 0.989 -1.172
H 1.456 -0.337 0.294
O -4.189 3.508 1.321
H -4.837 4.072 1.357
H -2.090 3.911 -1.134
O 1.922 -2.748 -2.676
H 2.611 -3.200 -3.243
H 1.104 -3.229 -2.895
O 0.954 4.867 0.134
H 1.318 5.614 0.058
H -1.687 -1.186 0.302
O 2.957 -2.168 -0.386
H 3.713 0.862 2.536
H 0.710 4.725 0.958
O 3.556 -0.075 2.612
H 3.659 -3.998 2.029
H 3.054 -2.894 -1.066
O -1.789 2.407 -4.868
H 2.241 -1.263 -1.051
H 4.348 -3.181 0.842
O 0.730 2.379 1.068
H 0.214 2.152 1.757
H 1.718 2.185 1.527
O 0.995 -0.852 1.755
H 1.399 -0.094 2.242
H 2.093 -2.532 -0.040
O -0.247 -1.347 -4.480
H -1.120 -1.415 -4.912
H -0.380 -0.570 -3.951
O -2.103 -1.785 1.796
H -2.458 -0.760 1.984
H -1.762 2.733 -3.951
O 0.876 1.521 3.922
H 1.386 1.636 4.666
H 0.183 0.888 4.170
O -0.326 -4.815 -1.687
H 0.195 -5.405 -1.313
H -1.003 -5.124 -2.296
O -2.851 1.324 2.493
H -4.335 3.028 0.505
H -2.235 1.853 1.895
O 1.844 -0.111 -0.676
H -2.912 -2.335 1.580
H -5.157 1.100 -2.230
O -1.115 -0.577 -0.195
H -0.028 -2.183 4.604
H -1.687 0.002 -0.539
O 0.795 -1.987 4.181
H 0.720 -1.827 3.294
H -3.805 1.685 2.503
O 4.300 -3.976 1.279
H -6.073 0.545 -1.001
H -1.146 1.717 -5.082
O -1.472 3.657 -1.811
H 1.146 -0.422 -1.304
H -0.719 3.768 -1.178
O 1.716 0.118 -3.008
H 2.098 -0.524 -3.482
H 2.354 0.826 -2.750
H 4.362 -0.463 3.005
H 0.027 -0.687 1.708
```

Energy above the lowest of the compared OMol25 structures with the same formula, charge and spin   6.629 eV
Energy   -1528.96268 a.u.
Orbital gap   10.4 eV
LUMO energy   -2.6000 eV
Charge   +1
Highest occupied orbital energy   -12.956 eV
Maximum force   10.31 eV/Å

Here are the natural (NBO) charges for atoms 1 to 2, given in e: number 1, O, carries -0.97; number 2, H, carries 0.53

No. 3
Formula: C15H17FN4O3S2
Source: the OMol25 dataset
Level of theory: the ωB97M-V functional and the def2-TZVPD basis

The geometry in XYZ format:
```
42
C15H17FN4O3S2, DFT the ωB97M-V functional and the def2-TZVPD basis
O 0.380 -0.204 -3.995
C 1.261 -0.810 -3.583
N 1.597 -1.043 -2.195
C 0.776 -0.481 -1.372
N 0.886 -0.580 -0.231
N 0.183 0.031 0.547
C -0.697 0.659 -0.150
S -2.238 1.205 0.677
O -3.407 0.572 0.369
O -2.002 2.532 0.401
N -1.931 1.006 2.284
C -1.059 2.038 2.770
C -1.418 2.785 4.001
C -2.366 2.316 4.867
C -2.059 0.801 5.287
C -2.838 -0.251 4.173
C -1.860 -0.163 2.864
S -0.716 0.246 -1.798
C 2.236 -1.564 -4.686
C 2.703 -2.872 -4.378
C 3.816 -3.465 -5.114
C 4.077 -2.654 -6.477
C 3.532 -1.361 -6.773
C 2.738 -0.850 -5.742
F 2.548 0.458 -6.080
H 2.516 -1.562 -2.010
H -0.463 2.585 2.128
H -0.037 1.406 3.190
H -1.590 3.894 3.605
H -0.502 3.233 4.609
H -3.414 2.231 4.517
H -2.390 2.902 5.764
H -2.747 0.686 6.141
H -1.075 0.445 5.477
H -3.929 -0.188 4.119
H -2.799 -1.205 4.690
H -2.557 -0.786 2.226
H -0.899 -0.557 2.982
H 2.728 -3.135 -3.423
H 4.132 -4.373 -5.045
H 4.960 -3.221 -7.121
H 3.923 -0.707 -7.515
```

SMILES string   O=C(Nc1nnc(S(=O)(=O)N2CCCCCC2)s1)c1ccccc1F
Energy   -1922.37321 a.u.
Orbital gap   9.0 eV
LUMO energy   0.0670 eV
Highest occupied orbital energy   -8.903 eV
Maximum force   13.92 eV/Å

Here are the natural (NBO) charges for atoms 1 to 2, given in e: number 1, O, carries -0.53; number 2, C, carries 0.72

No. 4
Formula: C6H5FO
Source: the OMol25 dataset
Level of theory: the ωB97M-V functional and the def2-TZVPD basis

The geometry in XYZ format:
```
13
C6H5FO, DFT the ωB97M-V functional and the def2-TZVPD basis
C -2.493 0.263 0.589
C -1.064 0.634 0.773
C -2.436 -0.778 -0.292
C -0.347 -0.324 0.152
C 2.982 0.558 -0.792
C 2.677 -0.401 -0.025
O -1.173 -1.145 -0.539
F 3.198 -1.417 0.724
H -3.471 0.754 0.859
H -0.814 1.322 1.509
H -3.111 -1.448 -0.681
H 3.938 0.875 -1.071
H 2.114 1.109 -1.205
```

Energy above the lowest of the compared OMol25 structures with the same formula, charge and spin   6.357 eV
Energy   -406.46609 a.u.
Orbital gap (alpha / beta)   9.0 / 7.8 eV
LUMO energy (alpha / beta)   -0.1440 / -1.0647 eV
Highest occupied orbital energy (alpha / beta)   -9.175 / -8.856 eV
Maximum force   5.08 eV/Å

Here are the natural (NBO) charges for atoms 1 to 2, given in e: number 1, C, carries -0.31; number 2, C, carries -0.43

No. 5
Formula: C15H19N2O6S4W
Source: the OMol25 dataset
Level of theory: the ωB97M-V functional and the def2-TZVPD basis

The geometry in XYZ format:
```
47
C15H19N2O6S4W, DFT the ωB97M-V functional and the def2-TZVPD basis
W 0.020 0.260 -0.739
C 2.301 -0.327 -3.145
C 3.164 0.394 -2.133
S 2.204 1.397 -0.949
C 1.793 2.897 -1.905
C 0.666 3.623 -1.200
S -0.820 2.582 -0.975
C -1.644 2.579 -2.604
C -2.638 1.434 -2.624
S -1.878 -0.191 -2.274
C -1.066 -0.691 -3.833
C -0.106 -1.819 -3.515
S 1.126 -1.380 -2.234
H 2.911 -0.988 -3.764
H 1.751 0.354 -3.794
H 3.873 1.068 -2.619
H 3.740 -0.292 -1.510
H 1.540 2.616 -2.927
H 2.694 3.513 -1.921
H 0.354 4.511 -1.752
H 0.934 3.940 -0.191
H -0.891 2.505 -3.388
H -2.166 3.533 -2.703
H -3.140 1.358 -3.590
H -3.413 1.543 -1.863
H -0.574 0.176 -4.272
H -1.854 -1.034 -4.505
H 0.452 -2.127 -4.401
H -0.613 -2.701 -3.123
O -0.108 -1.392 0.499
C 0.009 -0.659 1.581
O 0.381 0.565 1.250
C -0.249 -1.122 2.878
C -0.296 -0.214 3.954
C -0.549 -0.721 5.199
C -0.729 -2.076 5.437
C -0.666 -2.939 4.353
C -0.439 -2.505 3.076
N -0.847 -4.384 4.576
O -0.841 -5.084 3.588
O -1.114 -4.729 5.697
N -0.629 0.219 6.330
O -0.684 -0.262 7.432
O -0.492 1.391 6.061
H -0.149 0.851 3.834
H -0.912 -2.451 6.438
H -0.406 -3.224 2.270
```

⟨S²⟩   2.018
Energy above the lowest of the compared OMol25 structures with the same formula, charge and spin   0.000 eV
Energy   -2802.57095 a.u.
Orbital gap (alpha / beta)   6.0 / 5.3 eV
Multiplicity   3
LUMO energy (alpha / beta)   -12.0388 / -12.6988 eV
Charge   +3
Highest occupied orbital energy (alpha / beta)   -18.008 / -18.008 eV
Maximum force   1.93 eV/Å

Here are the natural (NBO) charges for atoms 1 to 2, given in e: number 1, W, carries 1.25; number 2, C, carries -0.53

No. 6
Formula: C25H73AsF6O11
Source: the OMol25 dataset
Level of theory: the ωB97M-V functional and the def2-TZVPD basis

The geometry in XYZ format:
```
116
C25H73AsF6O11, DFT the ωB97M-V functional and the def2-TZVPD basis
O -0.562 0.055 3.956
H -0.585 -0.716 3.385
H 0.313 0.168 4.336
H -0.790 0.849 3.467
As 0.069 -0.768 -0.165
F -0.994 -0.212 1.163
F -0.967 -2.275 -0.380
F 1.161 -1.276 -1.477
F 0.976 0.758 0.054
F 1.088 -1.641 1.015
F -0.939 0.086 -1.371
C 5.061 -2.180 -0.093
C 4.473 -1.858 -1.462
O 3.423 -2.713 -1.751
H 4.295 -1.964 0.652
H 5.969 -1.590 0.033
H 5.283 -3.242 0.006
H 5.154 -2.174 -2.253
H 4.232 -0.795 -1.481
H 2.617 -2.253 -1.503
C -3.805 0.439 2.901
C -3.791 1.802 3.499
O -2.473 2.226 3.774
H -4.766 -0.044 2.722
H -3.315 -0.285 3.551
H -3.208 0.414 1.989
H -4.380 1.872 4.414
H -4.207 2.510 2.782
H -2.476 3.110 4.148
C 2.407 1.241 -3.447
C 1.403 2.341 -3.213
O 1.238 3.067 -4.402
H 2.203 0.728 -4.387
H 2.483 0.581 -2.582
H 3.447 1.550 -3.544
H 1.759 3.034 -2.450
H 0.436 1.884 -3.007
H 0.440 3.575 -4.237
C -4.539 -3.623 1.766
C -4.026 -2.487 0.871
O -5.139 -1.739 0.456
H -3.841 -4.359 2.165
H -5.279 -4.246 1.263
H -5.015 -3.177 2.639
H -3.528 -2.901 -0.006
H -3.249 -1.970 1.434
H -4.828 -1.093 -0.183
C 2.740 -1.437 3.681
C 2.765 -0.665 5.001
O 1.822 0.367 5.050
H 2.713 -0.775 2.816
H 1.966 -2.203 3.625
H 3.697 -1.919 3.482
H 3.769 -0.263 5.138
H 2.581 -1.230 5.915
H 2.339 1.171 4.955
C 5.406 3.251 -0.758
C 5.485 2.882 0.681
C 4.671 1.560 0.896
O 6.817 2.717 1.035
H 4.398 3.483 -1.101
H 5.767 2.483 -1.442
H 6.006 4.148 -0.911
H 5.107 3.713 1.277
H 3.633 1.612 0.567
H 4.539 1.361 1.960
H 5.042 0.678 0.374
H 6.932 1.811 1.332
C -3.634 2.618 -1.885
C -4.350 1.685 -0.950
C -5.775 1.305 -1.426
O -3.680 0.416 -0.957
H -4.197 3.542 -2.017
H -3.469 2.178 -2.868
H -2.665 2.921 -1.488
H -4.383 2.111 0.053
H -6.160 0.489 -0.816
H -5.700 0.905 -2.436
H -6.401 2.191 -1.318
H -2.738 0.569 -1.066
C -2.409 0.338 -4.746
C -1.098 0.101 -5.532
C -0.310 -1.147 -5.032
O -1.439 -0.051 -6.869
H -2.999 -0.567 -4.892
H -2.959 1.205 -5.113
H -2.230 0.397 -3.672
H -0.476 0.982 -5.373
H -0.793 -2.077 -5.329
H -0.158 -1.113 -3.953
H 0.707 -1.198 -5.420
H -2.087 0.629 -7.069
C -1.681 -5.611 -0.228
C -0.752 -5.353 0.912
C 0.747 -5.562 0.610
O -1.033 -4.105 1.439
H -1.605 -4.735 -0.873
H -2.718 -5.811 0.042
H -1.277 -6.454 -0.788
H -0.964 -6.053 1.720
H 0.855 -6.497 0.060
H 1.302 -5.576 1.549
H 1.158 -4.766 -0.011
H -0.852 -3.435 0.776
C 1.423 4.215 1.482
C 0.169 3.424 1.933
C -0.737 3.294 0.750
O 0.706 2.170 2.302
H 1.200 5.275 1.363
H 1.873 3.812 0.575
H 2.199 4.230 2.248
H -0.224 3.938 2.810
H -1.653 2.799 1.074
H -0.245 2.800 -0.087
H -1.017 4.286 0.395
H 1.108 1.831 1.499
```

⟨S²⟩   0.752
Energy   -4658.95018 a.u.
Orbital gap (alpha / beta)   2.9 / 8.3 eV
Multiplicity   2
LUMO energy (alpha / beta)   1.7459 / 1.7099 eV
Charge   -1
Highest occupied orbital energy (alpha / beta)   -1.182 / -6.590 eV
Maximum force   3.06 eV/Å

Here are the Löwdin charges for atoms 1 to 2, given in e: number 1, O, carries 0.28; number 2, H, carries 0.14